(1)
Density functional theory data (wB97M-V/def2-TZVPD) for C7H10 as an isolated structure in a non-equilibrium geometry.

```
17
Properties=species:S:1:pos:R:3:forces:R:3:nbo_charge:R:1
C -1.723 -0.302 -1.317 -0.1 0.0 0.1 -0.5986
C -0.413 -0.135 -0.569 0.1 0.2 -0.3 -0.2433
C 0.089 1.248 -0.128 -0.2 0.2 -0.2 -0.4054
C 1.239 0.841 0.779 -0.2 0.6 -0.2 -0.2293
C 1.776 -0.449 0.470 -1.0 -1.7 1.9 -0.2707
C 0.791 -0.343 1.612 0.5 -0.2 0.1 -0.2524
C -0.115 -0.946 0.688 0.5 -0.2 -0.4 -0.1492
H -1.844 -1.365 -1.571 -0.1 0.2 0.1 0.2071
H -2.622 0.037 -0.798 0.0 0.0 0.1 0.1999
H -1.629 0.242 -2.265 -0.2 -0.1 0.2 0.2125
H -0.650 1.770 0.488 -0.1 0.1 -0.3 0.2001
H 0.420 1.872 -0.959 -0.1 0.1 0.0 0.2089
H 1.847 1.555 1.325 0.0 0.1 -0.2 0.2314
H 2.385 -1.098 -0.117 0.0 -0.2 0.1 0.2444
H 0.308 -0.544 -1.275 -0.3 0.4 -0.4 0.1969
H 0.898 -0.584 2.664 0.1 0.4 -0.1 0.2280
H -0.759 -1.799 0.973 1.1 -0.1 -0.5 0.2197
```
Positions in Å, forces in eV/Å.

## Properties
* energy relative to the best compared isomer or geometry (same formula, charge and spin): 425.1 kJ/mol
* frontier orbital gap: 8.29 eV
* spin multiplicity: 1

=====

(2)
Density functional theory data (wB97M-V/def2-TZVPD) for C24H70BN6O7V as an isolated structure in a non-equilibrium geometry.

```
109
Properties=species:S:1:pos:R:3:forces:R:3:mulliken_spin:R:1
O -2.469 -2.207 -1.288 -1.5 -0.9 -0.7 -0.2117
V -2.131 -0.729 -1.454 3.1 -0.6 1.3 1.1745
B -0.301 -1.017 0.034 -0.1 0.2 -0.7 0.0979
H -0.104 -1.735 -0.747 0.8 -3.0 -2.3 -0.0052
H -0.212 -0.045 -0.426 0.4 4.0 -1.6 -0.0090
H -1.299 -1.127 0.428 -4.3 -0.5 1.6 -0.0034
H 0.355 -1.099 0.887 2.3 -0.3 3.0 -0.0153
C 2.743 3.132 2.845 -0.9 -0.7 0.8 0.0000
C 1.883 1.888 2.526 0.9 1.1 0.1 0.0002
C 0.387 2.139 2.391 -0.9 -0.2 -0.1 -0.0026
O -0.327 2.277 3.595 1.7 -0.5 1.4 0.0000
C -1.714 2.262 3.491 0.5 1.1 0.2 -0.0005
N 2.343 1.388 1.242 -0.8 -0.9 -0.8 0.0000
H 2.598 3.967 2.159 -0.2 -0.2 -0.2 0.0000
H 3.792 2.837 2.825 0.0 0.2 0.2 0.0000
H 2.439 3.457 3.840 0.4 0.2 0.1 0.0000
H 2.015 1.100 3.267 0.0 0.2 0.6 -0.0001
H -0.046 1.258 1.919 0.0 -0.3 -0.6 0.0022
H 0.166 3.017 1.783 0.2 0.2 -0.5 0.0000
H -2.069 1.395 2.933 -0.3 0.0 -0.2 0.0008
H -1.948 3.234 3.058 -0.9 -0.1 -0.6 0.0000
H -2.119 2.292 4.502 0.0 -0.3 0.0 0.0000
H 1.875 0.499 1.143 -0.3 -0.4 -0.5 -0.0008
H 3.316 1.120 1.205 0.4 0.5 0.5 0.0000
C -3.010 3.432 -0.131 -0.1 0.9 0.1 -0.0004
C -2.672 1.953 -0.136 -1.4 0.2 0.9 -0.0175
C -3.972 1.182 0.059 0.0 0.0 0.7 -0.0003
O -3.711 -0.238 0.063 1.9 2.2 -1.3 0.0206
C -4.799 -0.916 0.521 -1.5 -2.7 0.4 0.0036
N -2.076 1.518 -1.371 -0.4 0.2 -1.3 -0.0164
H -2.240 4.058 0.321 0.1 -0.1 0.0 -0.0001
H -3.944 3.645 0.389 0.1 -0.1 0.3 0.0003
H -3.179 3.845 -1.125 0.1 -0.2 -0.3 -0.0003
H -1.941 1.717 0.638 -0.3 -0.1 0.2 0.0136
H -4.745 1.401 -0.678 0.2 0.1 -0.6 -0.0082
H -4.488 1.440 0.984 0.4 0.0 0.4 -0.0004
H -4.568 -1.979 0.444 0.1 -0.1 0.2 -0.0008
H -5.687 -0.806 -0.102 -0.1 0.5 0.0 -0.0008
H -5.016 -0.694 1.566 0.0 0.2 0.0 0.0003
H -1.225 2.058 -1.447 1.9 -0.6 0.0 0.0061
H -2.567 2.011 -2.104 -0.8 -0.1 -0.6 0.0051
C 2.045 4.485 -1.209 0.8 2.7 -0.2 0.0001
C 0.733 3.928 -1.559 0.4 -2.1 -0.2 -0.0003
C 0.252 4.181 -3.004 0.1 1.4 1.4 -0.0002
O -0.037 5.607 -3.183 0.5 -2.0 -0.9 0.0000
C -0.607 5.746 -4.487 0.2 0.9 -0.1 0.0000
N 0.921 2.447 -1.329 -2.5 0.3 -0.2 0.0020
H 2.875 3.994 -1.716 0.0 0.0 0.2 0.0000
H 2.165 4.565 -0.128 0.3 -0.6 0.0 0.0000
H 2.023 5.534 -1.505 0.5 0.3 -0.2 0.0000
H 0.032 4.337 -0.831 -0.5 -0.3 -0.1 0.0001
H -0.676 3.643 -3.195 -0.1 -0.3 -0.1 0.0001
H 1.039 3.816 -3.663 0.0 0.2 -0.4 0.0000
H -0.744 6.807 -4.700 -0.5 0.0 0.5 0.0000
H -1.527 5.168 -4.565 -0.2 0.2 0.0 0.0000
H 0.026 5.482 -5.335 0.6 -0.7 0.3 0.0000
H 1.739 2.056 -1.773 0.1 0.3 -0.3 0.0001
H 1.077 2.297 -0.342 0.2 -0.1 0.2 -0.0001
C 3.963 -1.766 -2.884 -0.7 -0.4 0.7 -0.0001
C 2.687 -1.918 -2.024 1.9 -0.6 -1.1 0.0022
C 2.953 -2.622 -0.731 0.8 -0.7 1.9 -0.0021
O 3.683 -3.843 -0.789 -0.4 0.0 -2.2 0.0001
C 3.983 -4.418 0.427 0.5 0.4 1.3 0.0001
N 2.155 -0.595 -1.737 -0.8 -0.4 0.0 0.0010
H 4.699 -1.169 -2.346 0.2 0.0 -0.2 0.0002
H 3.674 -1.288 -3.820 0.3 0.0 0.0 -0.0002
H 4.347 -2.772 -3.056 0.3 0.2 -0.2 0.0001
H 2.085 -2.582 -2.644 -1.0 0.5 0.0 -0.0012
H 2.051 -2.782 -0.141 -0.5 -0.1 -0.2 -0.0009
H 3.521 -1.929 -0.111 0.5 0.4 0.2 0.0001
H 4.555 -5.345 0.413 -0.3 -0.1 -1.0 0.0000
H 3.090 -4.611 1.022 -0.2 0.1 0.2 0.0000
H 4.668 -3.756 0.956 -0.1 0.3 0.6 0.0000
H 2.795 -0.126 -1.112 0.7 0.3 -0.3 -0.0015
H 1.403 -0.760 -1.083 -0.5 0.3 -0.1 -0.0278
C -1.915 -3.800 7.650 -0.9 0.0 1.3 0.1614
C -1.640 -4.657 6.426 0.9 -0.7 -1.9 -0.0046
C -1.079 -3.736 5.323 -0.5 1.8 -0.5 0.0643
O -2.128 -2.862 4.907 -0.5 -0.8 -0.1 0.0005
C -1.720 -1.792 4.056 0.5 0.2 -0.2 0.0031
N -0.600 -5.591 6.795 -0.9 1.5 1.7 0.8143
H -2.351 -4.417 8.436 0.1 0.1 0.1 -0.0077
H -2.669 -3.070 7.356 -0.1 0.0 -0.4 0.0172
H -1.076 -3.225 8.041 0.2 -0.3 -0.2 0.0019
H -2.472 -5.246 6.041 -0.3 0.3 0.3 -0.0083
H -0.619 -4.321 4.526 -0.2 0.0 -0.3 -0.0163
H -0.353 -3.029 5.724 0.7 -0.5 0.4 0.0002
H -1.391 -2.145 3.078 0.3 -0.2 0.0 0.0001
H -0.952 -1.185 4.535 0.4 -0.2 0.0 0.0003
H -2.503 -1.064 3.845 -0.6 -0.6 0.4 0.0003
H 0.155 -5.114 7.266 1.1 0.1 -0.4 -0.0114
H -0.840 -6.386 7.371 -0.3 -1.0 -0.4 -0.0133
C -0.598 0.749 -4.460 0.7 0.9 -0.3 0.0121
C -0.578 -0.731 -4.459 1.0 -0.4 -1.2 -0.0064
C 0.713 -1.319 -5.177 -0.7 -1.3 -0.5 -0.0001
O 0.737 -2.750 -4.905 -0.1 0.2 0.6 -0.0003
C 1.854 -3.546 -5.336 0.4 0.7 -0.7 0.0000
N -0.558 -1.187 -3.076 -0.5 -0.5 0.3 -0.0207
H -0.632 1.179 -5.462 -0.5 0.0 0.0 0.0001
H 0.334 1.133 -4.045 0.0 0.0 0.4 -0.0013
H -1.418 1.060 -3.813 -0.1 0.4 -0.4 0.0039
H -1.508 -1.107 -4.886 0.2 -0.3 -0.4 -0.0076
H 1.628 -0.800 -4.892 0.1 -0.1 0.8 0.0003
H 0.716 -1.216 -6.262 -0.6 0.3 -0.2 -0.0001
H 1.892 -3.660 -6.419 -0.2 0.4 -0.2 0.0000
H 1.855 -4.580 -4.991 -0.7 0.3 0.7 0.0000
H 2.804 -3.106 -5.034 0.0 0.1 0.1 0.0000
H -0.464 -2.179 -3.244 -0.6 -1.0 0.6 0.0115
H 0.395 -1.038 -2.777 0.4 1.0 0.8 0.0030
```
Positions in Å, forces in eV/Å.

## Properties
* total charge: +2
* frontier orbital gap (spin up / spin down): 6.93 / 2.79 eV
* spin multiplicity: 3

=====

(3)
Density functional theory data (wB97M-V/def2-TZVPD) for a 9-piece molecular cluster, C18H45N3O6S6 overall in a non-equilibrium geometry.

```
78
Properties=species:S:1:pos:R:3:forces:R:3:mulliken_charge:R:1
C 4.123 -2.587 1.535 0.4 -0.4 -1.5 -0.1582
C 4.569 -3.000 0.172 -0.1 0.3 1.1 0.2403
N 4.911 -3.352 -0.862 0.1 -0.1 -0.5 -0.4508
H 3.971 -3.516 2.084 -0.2 0.3 0.2 0.2602
H 3.199 -2.041 1.343 0.0 0.0 0.6 -0.2220
H 4.891 -1.968 1.998 -0.2 0.0 0.0 0.3003
C 0.529 -5.724 1.199 -1.5 1.4 0.0 -0.5185
C -0.959 -5.689 1.394 0.3 -1.2 -1.0 0.3497
N -2.106 -5.623 1.497 0.7 0.1 0.1 -0.4339
H 0.990 -5.964 0.241 -0.8 -1.1 -0.1 0.2591
H 0.997 -6.210 2.055 0.2 0.5 -0.2 0.3050
H 0.608 -4.646 1.059 1.2 0.5 1.1 0.0170
C 0.383 -0.127 -1.006 0.0 0.5 0.0 0.1621
C 0.776 -1.411 -0.448 -0.4 0.9 -0.7 0.0125
N 1.153 -2.393 -0.003 0.2 -0.9 0.5 -0.1171
H -0.655 0.128 -0.794 0.1 -0.2 0.3 -0.2579
H 0.482 -0.065 -2.090 0.2 -0.5 0.1 0.4259
H 1.017 0.631 -0.547 -0.2 0.1 0.0 -0.1578
C -3.348 -0.792 -2.329 -1.1 0.6 -0.3 -0.7929
S -5.069 -1.083 -1.645 1.4 1.3 0.7 0.4040
O -4.921 -0.507 -0.247 -0.6 -0.8 -1.0 -0.5807
C -5.984 0.201 -2.599 0.7 -0.8 0.0 -0.8987
H -2.701 -1.547 -1.882 0.0 0.0 -0.5 0.2470
H -2.990 0.214 -2.112 -0.3 0.1 1.0 0.1309
H -3.373 -0.685 -3.414 0.1 -1.2 -0.2 0.4951
H -6.237 -0.166 -3.594 0.1 -0.2 0.0 0.3783
H -5.280 1.029 -2.679 -0.6 0.4 0.2 0.2505
H -6.913 0.358 -2.050 0.3 0.4 0.1 0.3454
C -1.786 3.325 0.100 -0.5 -0.3 -0.1 -0.1505
S -3.584 3.555 0.625 -0.6 0.0 -0.7 0.3323
O -4.561 3.904 -0.491 1.5 -0.4 0.7 -0.6386
C -3.838 1.790 1.039 1.3 0.8 -0.1 -0.3253
H -1.630 3.050 -0.943 -0.5 -0.1 -0.1 0.3029
H -1.398 2.510 0.712 0.0 0.0 0.1 -0.2653
H -1.126 4.176 0.268 -0.6 0.3 0.2 0.2344
H -3.457 1.170 0.227 -0.5 0.0 0.0 0.0068
H -4.853 1.551 1.358 0.2 0.2 -0.3 0.4195
H -3.108 1.696 1.842 -0.2 -0.3 0.4 0.0892
C 0.409 -0.556 4.205 -0.9 1.1 -0.2 -0.6364
S -0.850 0.336 3.201 1.4 -1.7 -2.7 0.3345
O 0.005 0.766 1.982 -1.4 -0.1 1.5 -0.5346
C -1.810 -1.163 2.584 -0.4 -0.5 0.5 -0.7801
H -0.056 -0.702 5.180 0.3 -0.5 0.0 0.4225
H 1.174 0.219 4.265 0.1 -0.1 0.2 0.1076
H 0.816 -1.422 3.684 -0.4 0.0 0.1 0.2023
H -2.256 -1.089 1.592 0.3 0.9 -0.1 0.1698
H -2.657 -1.414 3.223 -0.1 0.5 0.4 0.4358
H -1.262 -2.105 2.565 0.8 0.4 0.1 0.2602
C -0.318 -4.859 -3.296 -1.3 1.0 -0.2 -0.5354
S 0.204 -3.275 -4.123 1.4 0.8 2.3 0.3276
O -0.446 -2.085 -3.390 0.4 -1.9 -1.0 -0.5163
C 1.886 -3.370 -3.248 -0.1 0.5 -1.0 -0.6745
H 0.326 -5.138 -2.461 -0.2 -0.1 -0.3 0.0320
H -0.589 -5.668 -3.975 0.6 0.1 -0.2 0.3823
H -1.287 -4.508 -2.941 -0.1 -0.2 0.5 0.2450
H 1.718 -3.761 -2.244 0.2 0.1 -0.2 -0.0275
H 2.344 -2.382 -3.209 -0.6 0.3 0.2 0.3378
H 2.639 -3.899 -3.832 -0.4 -0.7 0.0 0.4104
C 1.270 5.907 -0.754 0.2 -0.2 -0.3 -1.0001
S 1.801 4.230 -1.506 -1.3 1.2 0.9 0.3979
O 0.973 3.135 -0.882 0.8 0.9 -0.5 -0.2952
C 0.999 4.689 -3.060 -0.8 -0.4 -0.8 -1.0581
H 1.466 6.683 -1.494 0.0 -0.2 -0.2 0.3862
H 1.773 6.266 0.144 0.2 -0.8 0.1 0.3253
H 0.195 5.882 -0.577 0.0 -0.2 0.0 0.2850
H 1.238 5.679 -3.449 0.8 -0.3 0.0 0.3776
H -0.090 4.738 -3.037 -0.2 -0.2 0.9 0.3247
H 1.170 3.879 -3.768 0.5 0.2 -0.1 0.3474
C 2.812 2.153 1.695 0.5 -0.3 0.5 -0.7599
S 3.556 1.602 3.305 0.7 -0.5 -0.5 0.5580
O 4.724 0.663 3.040 -1.2 1.0 0.0 -0.6608
C 4.266 3.182 3.781 -0.2 0.4 0.0 -1.0685
H 2.774 1.222 1.128 -0.2 0.1 0.0 0.0666
H 3.402 2.886 1.146 0.3 -0.1 0.2 0.5253
H 1.808 2.540 1.872 0.0 -0.2 0.0 0.2507
H 4.902 3.521 2.964 0.1 0.0 0.2 0.3181
H 4.803 3.143 4.729 0.1 -0.5 -0.2 0.3618
H 3.448 3.883 3.948 -0.1 0.1 -0.2 0.3546
```
Positions in Å, forces in eV/Å.

## Properties
* energy relative to the best compared isomer or geometry (same formula, charge and spin): 0.0 kJ/mol
* frontier orbital gap: 8.48 eV
* spin multiplicity: 1

=====

(4)
Density functional theory data (wB97M-V/def2-TZVPD) for a 2-piece molecular cluster, C3H7NOS overall in a non-equilibrium geometry.

```
13
Properties=species:S:1:pos:R:3:forces:R:3:nbo_charge:R:1
C 2.046 1.459 0.504 -0.8 -1.6 -2.6 -0.4138
N 0.960 0.837 -0.265 -1.6 1.0 0.1 -0.7976
S -0.602 1.313 -0.187 0.3 0.8 -0.4 0.6578
O -1.412 0.581 1.064 0.0 -1.9 -1.0 -0.9183
H 1.784 2.464 0.603 -0.4 1.6 0.7 0.2069
H 2.051 0.892 1.387 1.2 -0.2 1.6 0.1985
H 2.885 1.420 -0.191 0.6 -0.2 0.8 0.2049
H 1.073 -0.042 -0.710 0.6 -0.7 -0.2 0.3892
H -1.610 1.044 1.853 0.2 1.3 1.1 0.4901
C -1.787 -2.979 -1.377 1.3 -3.3 -1.4 -0.2798
C -2.037 -2.033 -0.720 0.2 4.1 2.2 -0.2460
H -1.386 -3.912 -1.803 -0.8 1.1 0.2 0.2395
H -1.965 -1.045 -0.157 -0.7 -2.0 -1.0 0.2684
```
Positions in Å, forces in eV/Å.

## Properties
* energy relative to the best compared isomer or geometry (same formula, charge and spin): 414.9 kJ/mol
* SMILES: CNSO.C#C
* frontier orbital gap: 9.59 eV
* spin multiplicity: 1

=====

> What is the spin multiplicity in the fourth record?

1